C9H15N3 | ωB97M-V with the def2-TZVPD basis set

As for the energy: -14044.8256 eV. As for the highest occupied orbital energy: -9.16 eV. As for the net charge: 0. As for the HOMO-LUMO gap: 9.779 eV.

```
27
Properties=species:S:1:pos:R:3:mulliken_charge:R:1
C -2.0139 -0.7915 1.1037 -0.566
C -3.2532 -1.3033 0.8500 -0.327
C -2.7176 0.1600 -0.6652 -0.021
C -1.4076 3.9292 0.1812 -0.281
C 3.3766 1.1181 -0.9001 -1.013
C 4.8913 -0.7740 -0.3886 -1.204
C 3.0756 -0.0895 1.2369 -1.190
C -4.9650 -0.8903 -0.9220 -0.863
C 3.7567 0.1558 -0.0762 0.994
N -1.6930 0.1172 0.1474 -0.545
N -1.1660 2.7945 0.2069 -0.049
N -3.6943 -0.6874 -0.2870 0.130
H -1.3381 -1.0116 1.9048 0.400
H -3.8404 -2.0297 1.3721 0.413
H 2.5638 1.7822 -0.6592 0.277
H -2.7851 0.7884 -1.5313 0.343
H 3.8600 1.2819 -1.8483 0.263
H 5.2496 -0.6305 -1.4049 0.340
H 5.7191 -0.5963 0.2979 0.292
H 4.5771 -1.8100 -0.2686 0.298
H 2.4437 -0.9763 1.1684 0.271
H 3.8100 -0.2650 2.0225 0.324
H 2.4505 0.7540 1.5184 0.341
H -5.7754 -0.5905 -0.2535 0.330
H -5.0147 -0.2891 -1.8281 0.284
H -5.0967 -1.9420 -1.1826 0.332
H -1.0130 1.7958 0.2055 0.424
```